# C4H5NOS2

A single C4H5NOS2 molecule (ωB97M-V/def2-TZVPD, OMol25).

Geometry (Å):
S (-2.42, 2.29, -0.33)
H (-1.66, -1.76, -0.80)
C (0.48, 0.57, -0.72)
C (-1.08, -1.38, -0.04)
H (-1.56, -1.43, 0.98)
O (1.39, -0.18, 1.32)
H (2.07, 0.11, 1.89)
C (1.59, 0.46, 0.14)
C (-1.57, 1.03, -0.27)
H (0.57, 1.14, -1.60)
S (3.09, 1.02, -0.25)
N (-0.84, 0.05, -0.34)
H (-0.08, -1.91, 0.02)

Its HOMO-LUMO gap (spin up / spin down) is 6.217 / 6.214 eV. The spin multiplicity is 1.

The Mulliken scheme yields these atomic charges, measured in e:
1 S -0.353
2 H 0.385
3 C -0.897
4 C -0.784
5 H 0.318
6 O -0.475
7 H 0.314
8 C 0.413
9 C 0.606
10 H 0.500
11 S -0.393
12 N 0.100
13 H 0.266